Entry w
Below is a structure of composition CH2NO2P, with properties calculated with ωB97M-V/def2-TZVPD.

Last column: natural (NBO) charge in e.
Positions of all 7 atoms, in Å:
C -0.6859 -0.0702 -0.7058  0.520
N 0.6246 -0.0093 -0.3568  -0.953
O -1.4487 0.3106 0.1710  -0.613
O 0.9558 0.0219 2.1792  -1.032
P 0.4570 0.9102 1.1622  1.488
H -1.1598 -0.4760 -1.7044  0.165
H 1.2569 -0.6871 -0.7453  0.423

Calculated values
HOMO-LUMO gap ... 10.30 eV

---

Entry x
Below is a structure of composition CH2NO2P, with properties calculated with ωB97M-V/def2-TZVPD.

Last column: natural (NBO) charge in e.
Positions of all 7 atoms, in Å:
C -0.7416 -0.1012 0.6963  0.422
N -0.1683 -1.0826 0.0668  -0.868
O -0.8168 1.0962 0.4016  -0.339
O 0.1052 1.0014 -1.2221  -0.748
P 0.7683 -0.3319 -1.1293  1.410
H -1.1660 -0.4083 1.6613  0.211
H 2.0193 -0.1734 -0.4747  -0.088

Calculated values
HOMO-LUMO gap (alpha / beta) ... 7.95 / 7.92 eV

---

entry w comes first in stability; the runner-up is 77.4 kcal/mol higher.